Record 1
DFT (wB97M-V/def2-TZVPD) results for the ion C3H6BrN2O with charge +1 in a non-equilibrium geometry.

```
13
Properties=species:S:1:pos:R:3
C 1.37328 -0.89092 -0.78337
N 0.23791 -0.13867 -0.31336
C 0.53083 0.44326 1.00396
N -0.80180 -0.13437 -0.91155
C -2.27145 0.66679 -0.24799
O -2.22442 1.80619 -0.39510
Br -3.47294 -0.49273 0.20150
H 1.88368 -0.11879 -1.35140
H 1.03002 -1.68227 -1.31865
H 1.90269 -1.28974 0.15592
H 1.12637 1.29937 0.85906
H 1.03412 -0.28700 1.60946
H -0.34830 0.81888 1.49151
```

Results
Energy ... -2876.299402 a.u.
Charge ... +1
Structure (SMILES) ... C[N+](C)=NC(=O)Br
Energy above the lowest of the compared OMol25 structures with the same formula, charge and spin ... 31.98 kcal per mole
Spin multiplicity ... 1
Frontier orbital gap ... 9.993 eV

Löwdin atomic charge list, values in e, 6 entries: 0.041 -0.243 0.044 0.221 -0.930 0.133



Record 2
DFT (wB97M-V/def2-TZVPD) results for the ion C3H5NO4P with charge -1 in a non-equilibrium geometry.

```
14
Properties=species:S:1:pos:R:3
C -2.34402 0.29774 0.65206
C -1.13883 0.62758 0.11155
O -0.68240 1.90655 0.23648
C -0.06811 -0.40520 -0.55033
N 1.03772 0.17861 0.01926
O 1.49332 -0.76468 1.10888
P 2.37141 -0.83012 -0.28365
O 3.70172 -0.20674 -0.24302
O 2.27515 -2.04682 -1.12935
H -2.99500 0.83655 1.31851
H -2.73702 -0.72350 0.62096
H -0.50026 2.92823 0.15178
H -0.01369 -0.34805 -1.75419
H -0.40001 -1.45016 -0.25894
```

Results
Energy ... -814.350089 a.u.
Charge ... -1
Structure (SMILES) ... C=C(O)CN1O[P@@]1(=O)[O-]
Energy above the lowest of the compared OMol25 structures with the same formula, charge and spin ... 84.54 kcal per mole
Spin multiplicity ... 1
Frontier orbital gap ... 8.281 eV

Löwdin atomic charge list, values in e, 6 entries: 0.007 -0.365 -0.072 -0.235 -0.185 -0.207



Record 3
DFT (wB97M-V/def2-TZVPD) results for an isolated molecule of C5H6FNS in a non-equilibrium geometry.

```
14
Properties=species:S:1:pos:R:3
C -0.29340 -1.94062 0.24435
C 0.47328 -1.00878 0.80305
N 0.33733 0.24591 0.33686
C 1.46642 0.96217 0.17832
S 2.98065 0.40084 0.62979
C -1.00916 0.66066 0.11255
C -1.18899 1.17332 -1.15187
F -2.34884 1.79955 -1.53273
H -0.19315 -2.99020 0.59700
H -0.88499 -1.89522 -0.72434
H 1.31366 -1.22943 1.48056
H 1.49151 2.05876 0.09889
H -1.79104 0.67420 0.80137
H -0.35329 1.08883 -1.87381
```

Results
Energy ... -746.825815 a.u.
Structure (SMILES) ... C=CN(C=S)/C=C/F
Energy above the lowest of the compared OMol25 structures with the same formula, charge and spin ... 47.49 kcal per mole
Spin multiplicity ... 1
Frontier orbital gap ... 8.557 eV

Löwdin atomic charge list, values in e, 6 entries: 0.040 -0.263 -0.213 -0.613 0.613 -0.044



Record 4
DFT (wB97M-V/def2-TZVPD) results for a structure of composition C33H61BrNO15PSi2 in a non-equilibrium geometry.

```
114
Properties=species:S:1:pos:R:3
C 9.57698 -1.30536 0.95773
O 10.33129 -0.22267 0.41863
C 9.88395 1.04892 0.88012
C 9.81463 2.02363 -0.35197
C 8.48518 2.83429 -0.38677
C 8.27421 3.68987 0.91987
C 6.87325 3.45614 1.57447
C 5.69021 3.66243 0.54553
C 4.67754 4.77833 1.04004
C 3.30802 4.12760 1.45084
C 2.20947 4.28288 0.32560
C 0.84446 4.76819 0.93222
Si -0.43639 3.38156 1.21765
Br 0.40156 1.30848 0.71638
O -1.81396 3.77550 0.28070
Si -3.24816 3.01383 0.77068
O -4.51966 3.98232 0.13762
O -3.43269 2.96828 2.50814
N -4.71571 2.58702 2.79487
O -4.80163 2.19584 3.89474
P -3.51484 0.99472 -0.12787
C -4.41005 -0.14084 1.07011
C -4.76701 1.25575 -1.52463
H 8.88036 -1.66898 0.17135
H 10.29760 -2.12100 1.17545
H 9.02322 -1.05643 1.87961
H 8.90548 1.00153 1.40045
H 10.63835 1.45399 1.59127
H 9.82660 1.38153 -1.25688
H 10.71735 2.66215 -0.37037
H 7.64647 2.11909 -0.50836
H 8.52968 3.54279 -1.23896
H 8.44222 4.75892 0.67300
H 9.03644 3.43512 1.68967
H 6.78698 2.43129 1.98249
H 6.79382 4.15703 2.42921
H 6.05373 3.89612 -0.47025
H 5.14146 2.70288 0.48751
H 5.08574 5.26341 1.94448
H 4.57190 5.52379 0.22915
H 2.96083 4.65260 2.36278
H 3.43910 3.05965 1.71452
H 2.58531 5.09982 -0.32827
H 2.12792 3.39223 -0.31847
H 0.99493 5.38792 1.83954
H 0.39728 5.46525 0.18531
H -0.72668 3.36787 2.66491
H -5.10970 4.26057 0.84062
H -5.45958 0.22263 1.14783
H -3.95724 -0.18173 2.07772
H -4.43032 -1.13325 0.59408
H -4.89636 0.34331 -2.11980
H -4.50136 2.13984 -2.13497
H -5.73310 1.49369 -1.03354
O -5.26961 -1.86875 -1.37491
C -4.31602 -2.28216 -1.97765
O -4.25736 -2.36088 -3.32835
C -3.02939 -2.99820 -3.71813
C -2.09316 -2.81098 -2.54743
C -3.04698 -2.82387 -1.36479
H -3.23343 -4.05416 -3.92034
H -2.64488 -2.53198 -4.62485
H -1.31486 -3.57148 -2.49468
H -1.60681 -1.83810 -2.61741
H -3.23427 -3.83617 -0.99783
H -2.69921 -2.18348 -0.55623
O 0.48155 -1.05271 -3.23969
C 1.09297 -1.85179 -3.88736
O 0.49901 -2.75251 -4.71229
C 1.49290 -3.63662 -5.26051
C 2.80116 -2.87898 -5.14984
C 2.58824 -2.04982 -3.89140
H 1.49662 -4.56076 -4.67560
H 1.23890 -3.87465 -6.29287
H 3.67281 -3.53086 -5.10747
H 2.91878 -2.21635 -6.01011
H 2.87461 -2.59405 -2.98930
H 3.10602 -1.09511 -3.93987
O -3.94020 -5.21560 1.84632
C -4.83992 -4.82312 2.53120
O -5.44269 -5.58135 3.48010
C -6.55006 -4.86004 4.04345
C -6.25409 -3.39890 3.76865
C -5.49742 -3.46791 2.45159
H -7.46875 -5.19729 3.55621
H -6.61828 -5.07451 5.10891
H -7.14811 -2.77727 3.73263
H -5.59963 -3.00056 4.54774
H -6.17119 -3.44980 1.59245
H -4.75492 -2.67873 2.37024
O -0.18675 -3.51261 -9.16967
C -0.85175 -4.25427 -8.50915
O -0.40703 -5.45630 -8.05981
C -1.47426 -6.14813 -7.39177
C -2.44989 -5.06477 -6.97834
C -2.28509 -4.03834 -8.08761
H -1.91722 -6.86325 -8.08977
H -1.07515 -6.69305 -6.53734
H -3.47066 -5.42752 -6.86134
H -2.13657 -4.62840 -6.02705
H -2.93914 -4.24430 -8.93687
H -2.43602 -3.02284 -7.72931
O -6.05197 3.55138 10.32365
C -5.29923 3.49289 9.39695
O -4.17496 4.24641 9.29744
C -3.55276 4.02039 8.02254
C -4.06431 2.66966 7.56386
C -5.45939 2.63286 8.16672
H -3.84473 4.82751 7.34523
H -2.47007 4.03418 8.13897
H -4.04760 2.54819 6.48125
H -3.45474 1.87503 8.00087
H -6.20085 3.09095 7.50938
H -5.76120 1.62346 8.43489
```

Results
Energy ... -5971.868293 a.u.
Spin multiplicity ... 1
Frontier orbital gap ... 7.791 eV

Löwdin atomic charge list, values in e, 6 entries: -0.112 -0.205 -0.233 -0.171 -0.212 -0.207



Record 5
DFT (wB97M-V/def2-TZVPD) results for a cluster of 2 separate species, C16H26FN2O2 in total in a non-equilibrium geometry.

```
47
Properties=species:S:1:pos:R:3
C 4.13793 -3.14779 -1.04252
C 2.84692 -2.32425 -1.71232
F 3.01999 -2.49293 -3.20396
C 2.95162 -0.75478 -1.24687
C 1.71632 0.20260 -1.74176
C 2.12130 1.75343 -1.26283
O 1.50012 2.14652 0.01138
C 0.02040 2.22448 -0.10397
C -0.52508 1.14722 -1.22304
N 0.37969 -0.08527 -1.09694
C -0.37959 -1.25812 -1.75945
C -0.91531 -2.37825 -0.70798
C -1.77517 -3.64323 -1.38759
C -1.89486 -3.45690 -3.03458
C -1.25304 -2.24872 -3.91429
N -0.50836 -1.14854 -3.23851
H 3.99091 -3.28283 0.13376
H 5.15166 -2.52854 -1.14896
H 4.27523 -4.19994 -1.58884
H 1.85795 -2.87062 -1.32579
H 3.16841 -0.68796 -0.08344
H 3.93451 -0.32182 -1.76800
H 1.71065 0.23635 -2.91200
H 1.81225 2.53928 -2.09715
H 3.29604 1.75789 -1.15344
H -0.52925 1.93889 0.91664
H -0.34952 3.32772 -0.36604
H -1.62877 0.79345 -1.06141
H -0.46539 1.64687 -2.29892
H 0.51597 -0.27136 -0.06786
H -0.74185 -2.34156 0.46587
H -2.25820 -4.51325 -0.77290
H -2.50745 -4.28592 -3.62628
H -1.37912 -2.24335 -5.10017
C -3.39327 2.04071 4.10332
C -2.48656 3.12687 4.62185
C -1.12780 2.65778 4.14923
O -1.33920 1.92993 2.93157
C -2.74561 1.69199 2.78113
H -4.43587 2.35132 3.99847
H -3.35860 1.17563 4.77620
H -2.73958 4.08062 4.14393
H -2.53795 3.26293 5.70507
H -0.66975 1.97420 4.87192
H -0.43793 3.48694 3.96748
H -3.11003 2.34131 1.97763
H -2.91470 0.65098 2.49236
```

Results
Energy ... -984.492356 a.u.
Charge ... +1
Energy above the lowest of the compared OMol25 structures with the same formula, charge and spin ... 123.98 kcal per mole
Spin multiplicity ... 1
Frontier orbital gap ... 8.273 eV

Löwdin atomic charge list, values in e, 6 entries: -0.087 -0.269 -0.117 -0.102 -0.208 -0.123



Record 6
DFT (wB97M-V/def2-TZVPD) results for an isolated molecule of C5H9NO.

```
16
Properties=species:S:1:pos:R:3
C 1.23817 -1.22453 0.00001
C 0.63642 0.16905 0.16216
O 1.65517 1.08668 0.50707
C -0.14411 0.55350 -1.10506
N -1.36032 0.93771 -0.34203
C -1.79180 -0.25110 0.40425
C -0.66264 0.52117 0.91923
H 0.90549 -1.97117 0.71990
H 2.32387 -1.14410 0.02498
H 0.97871 -1.59626 -0.99834
H 1.26091 1.97005 0.44775
H -0.33385 -0.22370 -1.85670
H 0.36933 1.38931 -1.57993
H -1.58520 -1.25697 0.04043
H -2.76785 -0.12923 0.86318
H -0.72229 1.16958 1.79309
```

Results
Energy ... -325.823469 a.u.
Structure (SMILES) ... C[C@@]1(O)CN2C[C@H]21
Energy above the lowest of the compared OMol25 structures with the same formula, charge and spin ... 71.59 kcal per mole
Spin multiplicity ... 1
Frontier orbital gap ... 10.177 eV

Löwdin atomic charge list, values in e, 6 entries: -0.003 -0.506 -0.008 -0.122 -0.011 -0.112